{"formula": "C18H22Cl36FN3O3", "method": "wB97M-V/def2-TZVPD", "homo_lumo_gap_ev": 10.18, "e_tot_ha": -17755.63624, "elements": ["C", "C", "C", "F", "N", "O", "C", "N", "C", "O", "O", "C", "N", "H", "H", "H", "H", "H", "H", "H", "H", "H", "H", "C", "Cl", "Cl", "Cl", "H", "C", "Cl", "Cl", "Cl", "H", "C", "Cl", "Cl", "Cl", "H", "C", "Cl", "Cl", "Cl", "H", "C", "Cl", "Cl", "Cl", "H", "C", "Cl", "Cl", "Cl", "H", "C", "Cl", "Cl", "Cl", "H", "C", "Cl", "Cl", "Cl", "H", "C", "Cl", "Cl", "Cl", "H", "C", "Cl", "Cl", "Cl", "H", "C", "Cl", "Cl", "Cl", "H", "C", "Cl", "Cl", "Cl", "H"], "xyz": [[-0.052, 0.989, -0.747], [-0.799, 1.482, 0.534], [0.096, 2.582, 1.083], [1.383, 2.089, 1.162], [-0.395, 3.104, 2.325], [0.368, 4.236, 2.759], [1.328, 3.911, 3.582], [2.353, 3.582, 4.032], [-0.593, 2.133, 3.380], [-1.436, 2.363, 4.204], [0.110, 1.004, 3.390], [0.807, 0.727, 4.648], [2.167, 0.414, 4.340], [0.258, 1.882, -1.283], [0.810, 0.405, -0.479], [-0.749, 0.371, -1.300], [-0.827, 0.628, 1.205], [-1.806, 1.827, 0.325], [0.126, 3.412, 0.378], [0.339, -0.094, 5.173], [0.749, 1.610, 5.273], [2.362, -0.556, 4.521], [2.793, 1.001, 4.869], [2.759, -0.510, -3.627], [1.990, 1.019, -4.062], [1.994, -1.169, -2.182], [2.669, -1.661, -4.963], [3.802, -0.325, -3.408], [-1.897, -2.484, -1.622], [-2.773, -1.806, -2.998], [-2.224, -1.533, -0.170], [-2.317, -4.179, -1.387], [-0.835, -2.422, -1.829], [-4.538, 4.336, 4.793], [-5.700, 4.367, 3.464], [-3.866, 5.947, 5.065], [-5.292, 3.725, 6.268], [-3.729, 3.667, 4.524], [-2.064, -8.074, -2.026], [-3.335, -8.242, -3.240], [-0.609, -7.378, -2.741], [-2.638, -7.093, -0.672], [-1.813, -9.055, -1.644], [0.900, 8.171, 1.552], [-0.022, 8.782, 0.174], [0.589, 9.146, 2.991], [0.523, 6.472, 1.859], [1.952, 8.248, 1.314], [-2.126, -4.547, -5.940], [-0.582, -3.992, -5.279], [-1.961, -4.929, -7.654], [-2.709, -5.948, -5.036], [-2.853, -3.749, -5.840], [-3.035, -0.998, -7.658], [-3.566, -0.460, -6.060], [-1.291, -1.247, -7.683], [-3.896, -2.466, -8.134], [-3.275, -0.221, -8.371], [-2.619, -7.111, -11.100], [-2.229, -5.417, -10.796], [-4.217, -7.505, -10.465], [-2.525, -7.475, -12.824], [-1.891, -7.722, -10.585], [6.488, 3.387, 3.815], [5.470, 2.212, 4.646], [6.827, 4.774, 4.855], [7.990, 2.634, 3.273], [5.954, 3.742, 2.944], [-1.352, 3.506, -3.677], [-1.746, 4.026, -2.035], [0.398, 3.449, -3.914], [-2.076, 1.935, -4.026], [-1.764, 4.230, -4.366], [5.004, -1.802, 6.048], [6.267, -2.056, 4.845], [4.457, -0.118, 6.016], [3.665, -2.920, 5.770], [5.420, -2.006, 7.027], [0.996, -1.765, 8.669], [0.013, -0.540, 9.468], [0.331, -2.161, 7.084], [2.679, -1.234, 8.552], [0.970, -2.664, 9.270]], "mulliken_charge": [-0.691, -0.417, -0.082, -0.428, 0.266, -0.415, 0.655, -0.447, 0.146, -0.605, -0.245, -0.261, -0.295, 0.208, 0.237, 0.205, 0.429, 0.236, 0.505, 0.016, 0.442, 0.224, 0.168, -0.085, -0.081, -0.088, -0.120, 0.349, 0.226, -0.062, -0.123, -0.007, -0.018, 0.593, -0.135, -0.126, -0.137, -0.184, -0.015, -0.127, -0.076, -0.123, 0.353, 0.029, -0.135, -0.134, 0.138, 0.280, 0.094, -0.089, -0.022, -0.054, 0.042, -0.132, -0.083, -0.090, -0.092, 0.406, 0.070, -0.114, -0.121, -0.128, 0.285, 0.016, -0.037, -0.134, -0.132, 0.277, -0.198, -0.078, -0.123, -0.027, 0.442, -0.060, -0.133, -0.105, -0.100, 0.369, -0.041, -0.121, -0.111, -0.079, 0.361]}


{"formula": "C18H22Cl3NaO4P", "method": "wB97M-V/def2-TZVPD", "total_charge": -1, "homo_lumo_gap_ev": 6.36, "e_tot_ha": -2884.40608, "elements": ["Na", "Cl", "C", "C", "C", "Cl", "C", "O", "C", "Cl", "C", "H", "H", "C", "C", "C", "C", "C", "C", "H", "H", "H", "H", "H", "C", "C", "O", "P", "O", "C", "C", "O", "C", "C", "H", "H", "H", "H", "H", "H", "H", "H", "H", "H", "H", "H", "H", "H", "H"], "xyz": [[0.487, -1.028, 0.406], [-2.081, -5.381, 5.504], [-1.748, -4.495, 4.038], [-1.151, -3.248, 4.112], [-0.900, -2.555, 2.946], [-0.129, -1.003, 3.029], [-1.213, -3.040, 1.640], [-0.973, -2.390, 0.579], [-1.820, -4.334, 1.660], [-2.242, -5.020, 0.124], [-2.082, -5.047, 2.811], [-0.883, -2.826, 5.070], [-2.543, -6.023, 2.754], [5.495, -0.512, -0.889], [4.924, 0.588, -0.262], [3.620, 0.516, 0.217], [2.787, -0.621, 0.122], [3.439, -1.706, -0.506], [4.739, -1.670, -1.004], [6.506, -0.468, -1.280], [5.504, 1.500, -0.146], [3.223, 1.412, 0.701], [2.894, -2.646, -0.619], [5.167, -2.546, -1.484], [-0.620, 5.011, -0.423], [-1.665, 3.945, -0.136], [-1.393, 2.763, -0.877], [-0.694, 1.478, -0.077], [-1.947, 0.530, 0.236], [-2.857, 0.014, -0.746], [-4.176, 0.763, -0.698], [-0.133, 0.739, -1.406], [1.050, 1.247, -2.044], [0.688, 1.875, -3.377], [-0.821, 5.913, 0.157], [-0.619, 5.261, -1.484], [0.369, 4.634, -0.157], [-2.657, 4.293, -0.432], [-1.696, 3.731, 0.938], [-2.993, -1.038, -0.500], [-2.417, 0.083, -1.741], [-4.624, 0.691, 0.294], [-4.863, 0.327, -1.426], [-4.026, 1.815, -0.942], [1.735, 0.411, -2.164], [1.546, 1.978, -1.398], [0.219, 1.135, -4.027], [1.590, 2.247, -3.865], [-0.011, 2.699, -3.228]], "mulliken_charge": [0.685, -0.273, 0.527, -0.889, 0.869, -0.220, -0.398, -0.759, 0.510, -0.251, -0.812, 0.408, 0.402, -0.246, -0.705, -0.138, -0.842, 0.124, -0.638, 0.338, 0.336, 0.294, 0.290, 0.333, -1.175, -0.406, -0.253, 0.000, -0.063, 0.023, -1.164, -0.056, -0.136, -1.368, 0.408, 0.273, 0.270, 0.301, 0.431, 0.338, 0.176, 0.291, 0.393, 0.220, 0.268, 0.320, 0.317, 0.408, 0.240]}


{"formula": "C18H22Cl4N4O2", "method": "wB97M-V/def2-TZVPD", "homo_lumo_gap_ev": 9.65, "e_tot_ha": -2909.23655, "elements": ["C", "N", "O", "O", "H", "H", "H", "C", "C", "C", "N", "C", "C", "H", "H", "H", "H", "H", "C", "C", "C", "N", "C", "C", "H", "H", "H", "H", "H", "C", "C", "C", "N", "C", "C", "H", "H", "H", "H", "H", "Cl", "C", "Cl", "H", "H", "Cl", "C", "Cl", "H", "H"], "xyz": [[-0.884, 0.587, -3.165], [-1.209, -0.763, -3.626], [-1.960, -0.898, -4.577], [-0.700, -1.696, -3.024], [-0.748, 0.547, -2.091], [-1.688, 1.248, -3.468], [0.065, 0.889, -3.604], [3.289, -5.018, 0.028], [2.175, -4.230, -0.211], [2.138, -3.492, -1.388], [3.124, -3.511, -2.288], [4.194, -4.256, -2.034], [4.344, -5.006, -0.867], [3.361, -5.572, 0.957], [1.353, -4.087, 0.478], [1.265, -2.931, -1.702], [4.933, -4.304, -2.826], [5.191, -5.658, -0.708], [-2.119, 0.465, 0.332], [-0.908, 1.104, 0.613], [0.235, 0.324, 0.627], [0.252, -0.993, 0.377], [-0.909, -1.593, 0.160], [-2.115, -0.892, 0.118], [-3.079, 0.967, 0.301], [-0.910, 2.169, 0.796], [1.193, 0.791, 0.817], [-0.988, -2.667, 0.032], [-3.046, -1.407, -0.076], [2.895, 5.364, 2.250], [3.414, 4.115, 1.953], [2.534, 3.178, 1.412], [1.240, 3.404, 1.191], [0.747, 4.604, 1.494], [1.555, 5.600, 2.032], [3.503, 6.142, 2.695], [4.450, 3.837, 2.073], [2.894, 2.191, 1.155], [-0.275, 4.827, 1.220], [1.103, 6.543, 2.315], [-3.377, 2.850, 2.531], [-3.785, 4.569, 2.661], [-2.786, 5.396, 3.853], [-3.613, 5.010, 1.686], [-4.821, 4.701, 2.948], [-2.979, -4.330, -1.706], [-4.436, -4.570, -0.735], [-4.246, -3.839, 0.872], [-5.262, -4.074, -1.229], [-4.604, -5.637, -0.651]], "mulliken_charge": [-0.417, 0.857, -0.564, -0.465, 0.013, 0.300, 0.297, -0.427, -0.207, -0.007, -0.517, -0.256, -0.335, 0.358, 0.331, 0.368, 0.368, 0.353, -0.626, -0.070, -0.084, -0.288, 0.056, -0.265, 0.452, 0.257, 0.017, 0.281, 0.203, -0.140, -0.707, -0.060, -0.162, -0.086, -0.618, 0.377, 0.368, 0.311, 0.372, 0.334, -0.110, -0.339, -0.150, 0.242, 0.364, -0.104, -0.302, -0.149, 0.255, 0.321]}


{"formula": "C18H22Cl9F6INO2", "method": "wB97M-V/def2-TZVPD", "total_charge": 1, "homo_lumo_gap_ev": 7.19, "e_tot_ha": -5942.15988, "elements": ["C", "C", "C", "F", "C", "C", "C", "O", "O", "C", "C", "C", "C", "F", "F", "C", "F", "F", "F", "C", "C", "N", "I", "C", "Cl", "H", "H", "H", "H", "H", "H", "H", "H", "H", "H", "H", "H", "H", "H", "C", "Cl", "Cl", "H", "H", "C", "Cl", "Cl", "H", "H", "C", "Cl", "Cl", "H", "H", "C", "Cl", "Cl", "H", "H"], "xyz": [[0.906, -3.304, 2.937], [1.024, -2.763, 1.379], [0.339, -1.244, 1.342], [-1.139, -1.325, 1.328], [0.997, -0.285, 0.186], [2.482, 0.388, 0.542], [3.268, 0.164, 1.968], [3.443, -1.000, 2.600], [3.884, 1.368, 2.609], [3.093, 1.718, 3.808], [1.824, 2.653, 3.265], [0.413, 1.845, 3.492], [-0.706, 2.655, 4.375], [-1.652, 3.292, 3.408], [-0.154, 3.613, 5.362], [-1.595, 1.550, 5.229], [-0.880, 1.248, 6.512], [-1.915, 0.318, 4.442], [-2.896, 2.159, 5.602], [3.188, 1.364, -0.573], [2.438, 1.632, -2.007], [1.096, 0.981, -2.271], [0.218, 1.418, -4.118], [0.366, 0.051, -1.289], [-1.251, -0.678, -1.824], [0.073, -4.139, 2.931], [1.899, -3.784, 3.348], [0.573, -2.485, 3.706], [2.159, -2.690, 1.025], [0.450, -3.524, 0.690], [0.632, -0.750, 2.388], [2.712, 0.758, 4.399], [3.784, 2.308, 4.570], [1.955, 2.895, 2.104], [1.901, 3.682, 3.817], [0.567, 0.768, 3.974], [-0.058, 1.656, 2.422], [4.230, 1.921, -0.406], [2.987, 2.342, -2.794], [-4.556, -1.638, -2.689], [-5.157, -0.195, -3.515], [-4.858, -3.092, -3.649], [-3.480, -1.535, -2.529], [-5.064, -1.736, -1.727], [-4.443, 2.932, -0.815], [-2.977, 2.743, -1.784], [-5.030, 1.368, -0.238], [-4.221, 3.568, 0.046], [-5.217, 3.399, -1.428], [-2.126, -2.070, -6.133], [-0.804, -1.033, -5.584], [-2.400, -1.886, -7.870], [-1.872, -3.112, -5.921], [-3.039, -1.797, -5.598], [2.920, -2.687, -6.196], [3.354, -1.807, -7.666], [2.448, -1.575, -4.905], [2.083, -3.354, -6.415], [3.781, -3.272, -5.864]], "mulliken_charge": [-0.870, -0.374, 1.077, -0.358, 0.158, 0.514, 0.296, -0.437, -0.390, -0.513, -0.382, -0.396, 0.732, -0.285, -0.280, 0.542, -0.239, -0.204, -0.235, -0.593, -0.131, -0.102, 0.336, -0.202, 0.040, 0.326, 0.265, 0.195, 0.261, 0.403, -0.586, 0.331, 0.323, 0.245, 0.445, 0.086, 0.141, 0.358, 0.394, 0.461, -0.124, -0.146, -0.383, 0.316, -0.386, -0.101, -0.130, 0.320, 0.304, -0.146, -0.079, -0.142, 0.293, 0.038, -0.378, -0.136, -0.047, 0.256, 0.319]}


Please write out number 3 again, unchanged.
{"formula": "C18H22Cl4N4O2", "method": "wB97M-V/def2-TZVPD", "homo_lumo_gap_ev": 9.65, "e_tot_ha": -2909.23655, "elements": ["C", "N", "O", "O", "H", "H", "H", "C", "C", "C", "N", "C", "C", "H", "H", "H", "H", "H", "C", "C", "C", "N", "C", "C", "H", "H", "H", "H", "H", "C", "C", "C", "N", "C", "C", "H", "H", "H", "H", "H", "Cl", "C", "Cl", "H", "H", "Cl", "C", "Cl", "H", "H"], "xyz": [[-0.884, 0.587, -3.165], [-1.209, -0.763, -3.626], [-1.960, -0.898, -4.577], [-0.700, -1.696, -3.024], [-0.748, 0.547, -2.091], [-1.688, 1.248, -3.468], [0.065, 0.889, -3.604], [3.289, -5.018, 0.028], [2.175, -4.230, -0.211], [2.138, -3.492, -1.388], [3.124, -3.511, -2.288], [4.194, -4.256, -2.034], [4.344, -5.006, -0.867], [3.361, -5.572, 0.957], [1.353, -4.087, 0.478], [1.265, -2.931, -1.702], [4.933, -4.304, -2.826], [5.191, -5.658, -0.708], [-2.119, 0.465, 0.332], [-0.908, 1.104, 0.613], [0.235, 0.324, 0.627], [0.252, -0.993, 0.377], [-0.909, -1.593, 0.160], [-2.115, -0.892, 0.118], [-3.079, 0.967, 0.301], [-0.910, 2.169, 0.796], [1.193, 0.791, 0.817], [-0.988, -2.667, 0.032], [-3.046, -1.407, -0.076], [2.895, 5.364, 2.250], [3.414, 4.115, 1.953], [2.534, 3.178, 1.412], [1.240, 3.404, 1.191], [0.747, 4.604, 1.494], [1.555, 5.600, 2.032], [3.503, 6.142, 2.695], [4.450, 3.837, 2.073], [2.894, 2.191, 1.155], [-0.275, 4.827, 1.220], [1.103, 6.543, 2.315], [-3.377, 2.850, 2.531], [-3.785, 4.569, 2.661], [-2.786, 5.396, 3.853], [-3.613, 5.010, 1.686], [-4.821, 4.701, 2.948], [-2.979, -4.330, -1.706], [-4.436, -4.570, -0.735], [-4.246, -3.839, 0.872], [-5.262, -4.074, -1.229], [-4.604, -5.637, -0.651]], "mulliken_charge": [-0.417, 0.857, -0.564, -0.465, 0.013, 0.300, 0.297, -0.427, -0.207, -0.007, -0.517, -0.256, -0.335, 0.358, 0.331, 0.368, 0.368, 0.353, -0.626, -0.070, -0.084, -0.288, 0.056, -0.265, 0.452, 0.257, 0.017, 0.281, 0.203, -0.140, -0.707, -0.060, -0.162, -0.086, -0.618, 0.377, 0.368, 0.311, 0.372, 0.334, -0.110, -0.339, -0.150, 0.242, 0.364, -0.104, -0.302, -0.149, 0.255, 0.321]}


Q: Which formula does entry 1 have?
A: C18H22Cl36FN3O3